Computed, not measured: a cluster of 8 separate species, C30H85N3O29P8 in total at a distorted geometry, with the ωB97M-V functional and the def2-TZVPD basis.

Structure (XYZ):
```
155
Properties=species:S:1:pos:R:3:lowdin_charge:R:1
H -8.90601 -5.94050 -3.08101 0.0372
N -8.38656 -5.65308 -2.24738 0.1060
C -8.93568 -4.63559 -1.66999 -0.4910
N -10.15770 -4.06517 -2.21972 0.0768
N -8.45762 -4.02179 -0.45380 -0.0104
C -6.98142 -3.90601 -0.39723 -0.2248
C -6.61168 -2.35084 -0.50949 -0.2036
C -5.10812 -2.08886 0.00422 -0.2585
C -4.54960 -0.85915 -0.84126 -0.4005
P -4.05633 -1.34046 -2.60494 0.9385
O -2.33874 -1.24837 -2.77021 -0.4924
C -1.68098 -2.04876 -1.76496 -0.2940
C -2.05195 -3.58247 -1.79472 -0.2185
C -1.20283 -4.41018 -0.70302 -0.2258
C -0.03486 -5.14058 -1.55742 -0.1194
H -10.41242 -4.50195 -3.10427 0.0684
H -10.06541 -3.06327 -2.39642 0.0777
H -8.84559 -4.46126 0.38061 0.1202
H -6.56268 -4.34480 0.56323 0.1227
H -6.43595 -4.41230 -1.23741 0.1070
H -7.31136 -1.77679 0.15412 0.1071
H -6.66618 -2.04316 -1.59661 0.0908
H -5.22332 -1.83298 1.10412 0.1109
H -4.46263 -3.01057 -0.09134 0.0842
H -5.40808 -0.12760 -0.93849 0.0779
H -3.72455 -0.32669 -0.29051 0.0761
H -4.60510 -0.34866 -3.47693 -0.0569
H -0.57109 -1.98687 -2.00461 0.1283
H -1.79663 -1.56388 -0.75077 0.1175
H -1.75598 -3.96862 -2.82002 0.1114
H -3.13197 -3.81538 -1.60258 0.0661
H -1.86900 -5.17048 -0.19538 0.0974
H -0.79317 -3.72422 0.09314 0.0958
H 0.54104 -4.29119 -2.04137 0.0727
H 0.61485 -5.81102 -0.93659 0.0634
H -0.58022 -5.71608 -2.36872 0.0719
C 3.54258 3.53003 -1.36828 -0.1317
O 2.65640 2.43780 -1.53791 -0.2991
P 1.19281 2.50754 -2.42499 0.7220
O 1.39582 3.89054 -3.02444 -0.3103
O 0.32002 2.54455 -1.04021 -0.2711
C 0.46115 3.63586 -0.14785 -0.0987
O -0.25204 2.25282 -3.32133 -0.2327
C -0.80901 0.93290 -3.23400 -0.1505
H 4.48092 3.30718 -1.88029 0.0793
H 3.16539 4.48832 -1.71295 0.0766
H 3.75264 3.62370 -0.29901 0.0910
H 0.70110 4.56245 -0.66993 0.0864
H 1.23317 3.40998 0.58979 0.0846
H -0.48597 3.76880 0.37822 0.0870
H -1.12288 0.71389 -2.21281 0.0708
H -0.07765 0.19186 -3.56509 0.0827
H -1.68142 0.88069 -3.88472 0.0823
C 4.16685 -2.97323 0.32689 -0.1336
O 4.19842 -3.55989 1.61420 -0.2976
P 2.85861 -3.62069 2.67861 0.7461
O 1.87036 -3.10077 1.64439 -0.3112
O 3.50482 -2.40711 3.56756 -0.2675
C 3.75669 -1.15075 2.96426 -0.0951
O 1.57535 -3.73892 3.81660 -0.2480
C 1.90135 -4.37134 5.06155 -0.1343
H 4.30423 -3.75449 -0.42359 0.0881
H 3.26432 -2.41311 0.09975 0.0761
H 5.01350 -2.28378 0.26172 0.0738
H 3.04419 -0.93057 2.16897 0.0910
H 4.77536 -1.12782 2.57324 0.0760
H 3.66780 -0.38334 3.73457 0.0972
H 2.64482 -3.78749 5.61045 0.0811
H 2.27836 -5.38053 4.88292 0.0824
H 0.99427 -4.43555 5.66470 0.0842
C 8.44006 2.01589 -3.91349 -0.1331
O 8.42186 0.93842 -2.99472 -0.2947
P 8.03120 1.09301 -1.33619 0.7535
O 7.58785 2.54266 -1.44979 -0.2962
O 9.61601 0.97463 -0.94052 -0.2687
C 10.53849 1.92832 -1.43837 -0.0981
O 7.63031 1.11868 0.33634 -0.3003
C 7.71034 -0.15244 0.99534 -0.1190
H 7.64762 1.86876 -4.64989 0.0879
H 8.33639 3.00098 -3.46800 0.0771
H 9.40115 1.98383 -4.43434 0.0941
H 10.07784 2.90687 -1.57703 0.0905
H 10.96077 1.57497 -2.38015 0.0876
H 11.34876 2.02349 -0.71363 0.0923
H 8.73886 -0.52274 0.99881 0.0858
H 7.05786 -0.87683 0.50327 0.0645
H 7.38134 -0.02732 2.02827 0.0905
C -7.69478 2.70178 -8.63149 -0.1373
O -7.02621 1.46498 -8.79344 -0.2930
P -6.53893 0.45512 -7.49932 0.7221
O -7.24185 1.21705 -6.38714 -0.3070
O -4.98001 0.92205 -7.68009 -0.2732
C -4.62225 2.27686 -7.47202 -0.1019
O -6.03718 -0.78764 -6.42220 -0.2522
C -5.42189 -1.91670 -7.05573 -0.1407
H -8.70363 2.61704 -9.04058 0.0852
H -7.75231 3.06188 -7.60849 0.0766
H -7.14941 3.44647 -9.21804 0.0925
H -5.25612 2.75518 -6.72497 0.0884
H -4.67744 2.82132 -8.41593 0.0858
H -3.58940 2.30250 -7.12140 0.0933
H -4.49037 -1.62322 -7.54690 0.0813
H -6.10672 -2.35354 -7.78611 0.0779
H -5.19302 -2.66353 -6.29379 0.0860
C 8.06591 3.66353 1.39448 -0.1281
O 8.37316 3.93964 2.75366 -0.2853
P 9.13368 5.37207 3.30148 0.7218
O 9.08403 6.13448 1.98776 -0.3002
O 10.54950 4.57336 3.50950 -0.2740
C 11.20536 4.00735 2.39073 -0.1103
O 9.78093 6.72683 4.14125 -0.2404
C 9.88196 6.58542 5.56298 -0.1440
H 6.98191 3.63218 1.27717 0.0916
H 8.48240 4.36116 0.67481 0.0805
H 8.46162 2.67144 1.16045 0.0692
H 11.02285 4.57870 1.48003 0.0874
H 10.88034 2.97383 2.25733 0.0835
H 12.27772 4.00644 2.59344 0.0921
H 10.58618 5.79095 5.82456 0.0793
H 8.90179 6.36923 5.99428 0.0783
H 10.24841 7.52552 5.97818 0.0866
C -5.30621 4.88994 -0.42703 -0.1383
O -4.61121 6.03177 -0.89172 -0.2973
P -3.19464 6.66064 -0.16501 0.7439
O -3.02316 5.48820 0.78790 -0.3119
O -4.06249 7.87370 0.51104 -0.2697
C -5.12020 7.56939 1.40149 -0.1040
O -1.75200 7.35076 0.46705 -0.2441
C -1.26624 8.51260 -0.21753 -0.1401
H -5.23091 4.09864 -1.17579 0.0861
H -4.97112 4.50778 0.53287 0.0746
H -6.35942 5.16739 -0.32748 0.0926
H -4.93220 6.65101 1.95812 0.0884
H -6.05633 7.48778 0.84689 0.0865
H -5.21205 8.39420 2.10976 0.0938
H -1.97682 9.33889 -0.13074 0.0793
H -1.08708 8.28603 -1.27073 0.0805
H -0.32380 8.81458 0.24164 0.0875
C -3.83876 -9.00053 8.83347 -0.1369
O -3.95940 -8.20555 7.66876 -0.2928
P -2.65159 -7.40321 6.90889 0.7241
O -1.53801 -8.03145 7.73111 -0.3046
O -3.14336 -5.96330 7.51434 -0.2725
C -3.16194 -5.75918 8.91538 -0.1052
O -1.53125 -6.58719 5.89091 -0.2461
C -2.09423 -5.91797 4.75486 -0.1339
H -4.06406 -10.03850 8.58053 0.0858
H -2.87046 -8.95342 9.32305 0.0767
H -4.59127 -8.65118 9.54606 0.0923
H -2.38318 -6.33109 9.42044 0.0882
H -4.14217 -6.02613 9.31331 0.0857
H -2.99309 -4.69780 9.10335 0.0929
H -2.75448 -5.10629 5.07168 0.0830
H -2.64709 -6.62705 4.13472 0.0803
H -1.27954 -5.49436 4.16475 0.0825
```

The total energy is -170629.33659 eV. As for the SMILES: [H]/N=C(\N)NCCCCPOCCCC.COP(=O)(OC)OC.COP(=O)(OC)OC.COP(=O)(OC)OC.COP(=O)(OC)OC.COP(=O)(OC)OC.COP(=O)(OC)OC.COP(=O)(OC)OC. Its orbital gap is 5.086 eV. The value obtained for the lowest unoccupied orbital energy is -0.1054 Eh. The relative energy (zero: lowest compared OMol25 entry of this formula, charge and spin) is 171.60 kcal per mole. As for the spin multiplicity: 1. The HOMO energy is -7.9542 eV. The net charge is 0.